No. 1
{
  "formula": "C22H26ClF6N2O9P3S2W",
  "method": "ωB97M-V/def2-TZVPD",
  "elements": ["W", "Cl", "C", "C", "C", "C", "O", "C", "C", "N", "C", "C", "C", "C", "C", "C", "C", "C", "N", "C", "C", "H", "H", "H", "H", "H", "H", "H", "H", "H", "H", "C", "P", "C", "C", "C", "P", "C", "C", "H", "H", "H", "H", "H", "H", "H", "H", "H", "H", "H", "H", "H", "H", "H", "H", "F", "P", "F", "F", "F", "F", "F", "O", "S", "O", "O", "O", "O", "S", "O", "O", "O"],
  "positions_angstrom": [[-0.03712, 0.68631, 0.73327], [6.13498, 3.81153, -1.90661], [4.57850, 3.31309, -1.35995], [3.58537, 4.26478, -1.13867], [2.32851, 3.87240, -0.71329], [2.06446, 2.53008, -0.49737], [0.81352, 2.15982, -0.15089], [3.05921, 1.56807, -0.68747], [2.86862, 0.18327, -0.38240], [1.79738, -0.37477, 0.11668], [1.81006, -1.71063, 0.46988], [2.68811, -2.69484, -0.03965], [2.42903, -4.00050, 0.18847], [1.20583, -4.44288, 0.93594], [0.68852, -3.38204, 1.87240], [-0.11750, -3.63571, 2.96221], [-0.74456, -2.57658, 3.61464], [-0.63559, -1.30877, 3.08953], [0.15630, -1.05885, 2.03671], [0.86112, -2.06111, 1.48655], [4.32390, 1.97826, -1.13448], [3.80490, 5.31107, -1.29992], [1.55471, 4.60466, -0.52600], [3.73725, -0.44993, -0.52183], [3.50282, -2.43232, -0.69890], [3.04750, -4.76337, -0.26241], [1.40642, -5.36346, 1.48300], [-0.28693, -4.65498, 3.28647], [-1.36850, -2.74010, 4.48040], [-1.18376, -0.46936, 3.49196], [5.10545, 1.24567, -1.28995], [-1.62508, 3.96045, 0.86525], [-1.77668, 2.43256, -0.07878], [-3.50053, 1.94466, 0.10370], [-1.42336, 2.93182, -1.79780], [-0.74378, 1.84542, -2.64064], [-0.55015, 0.21118, -1.81898], [-2.06455, -0.66249, -2.26679], [0.76748, -0.56027, -2.78491], [-2.13147, 4.75398, 0.31242], [-0.57640, 4.21602, 1.01206], [-2.09063, 3.84202, 1.84069], [-4.13676, 2.80071, -0.12696], [-3.66508, 1.64359, 1.13867], [-3.76774, 1.10939, -0.53541], [-0.76095, 3.79244, -1.70368], [-2.34632, 3.29251, -2.25432], [0.24777, 2.17399, -2.95368], [-1.30984, 1.64925, -3.55219], [-2.19625, -0.54928, -3.34435], [-2.92737, -0.24410, -1.75572], [-1.98223, -1.71210, -2.00643], [0.41897, -0.61830, -3.81854], [0.96777, -1.57376, -2.43063], [1.66624, 0.05510, -2.75741], [-1.71919, -0.22215, 0.77912], [-3.93064, -2.33661, 1.00076], [-2.81604, -3.39996, 1.30508], [-5.17076, -3.18870, 1.25632], [-3.58162, -1.67069, 2.38374], [-3.60051, -2.48343, -0.51387], [-4.65688, -0.97040, 0.63178], [-1.56353, -4.47504, -1.59079], [-0.30733, -3.89748, -1.24100], [0.76185, -3.99858, -2.21022], [-0.40528, -2.52728, -0.69807], [0.14286, -4.82830, 0.03708], [1.52835, 1.18401, 2.06396], [0.71108, 2.04391, 3.04127], [0.97878, 3.43023, 2.86953], [-0.67814, 1.72131, 2.26492], [0.63544, 1.47556, 4.33651]],
  "mulliken_spin": [0.024, -0.003, -0.028, 0.066, -0.047, 0.067, 0.005, 0.039, 0.131, -0.069, 0.246, -0.026, 0.206, 0.037, 0.047, -0.016, 0.065, -0.015, 0.066, 0.057, 0.068, 0.003, 0.000, -0.008, 0.020, -0.013, 0.002, 0.000, 0.000, 0.004, 0.002, 0.000, -0.001, 0.000, 0.001, -0.001, -0.006, 0.001, 0.023, 0.000, -0.001, 0.000, 0.000, 0.000, 0.000, 0.000, 0.000, 0.000, 0.000, 0.000, 0.000, 0.000, 0.001, -0.005, -0.005, 0.003, -0.001, 0.001, 0.000, 0.000, 0.000, 0.000, 0.006, 0.005, 0.001, 0.014, 0.038, 0.000, -0.003, -0.001, 0.002, 0.000],
  "total_charge": 1,
  "gap_ev": [5.17, 6.39],
  "e_homo_ev": [-10.6, -11.8],
  "spin_multiplicity": 2,
  "total_energy_ha": -4587.6099,
  "s2": 0.807,
  "lumo_ev": [-5.412, -5.422]
}

=====

No. 2
{
  "formula": "C22H26IrN4O3S",
  "method": "ωB97M-V/def2-TZVPD",
  "elements": ["Ir", "C", "N", "C", "C", "C", "C", "C", "C", "C", "N", "C", "C", "C", "C", "C", "C", "N", "C", "C", "H", "H", "H", "H", "H", "H", "H", "H", "H", "H", "H", "H", "H", "H", "H", "H", "H", "H", "H", "H", "N", "C", "C", "C", "C", "C", "C", "S", "O", "O", "O", "H", "H", "H", "H", "H", "H"],
  "positions_angstrom": [[-0.06866, -0.44611, 0.54853], [1.76336, 1.97411, 1.08358], [1.95883, 0.66322, 0.43957], [3.08428, -0.04696, 1.07182], [2.17693, 0.76903, -1.00102], [3.07537, 1.68790, -1.51209], [3.30446, 1.76035, -2.87746], [2.62195, 0.90217, -3.72114], [1.72362, -0.02539, -3.21956], [1.48634, -0.12404, -1.84729], [0.59956, -1.00508, -1.20429], [0.27618, -2.31263, -1.60627], [0.14089, -2.77467, -2.91664], [-0.19678, -4.09324, -3.17444], [-0.41868, -4.98534, -2.14087], [-0.31334, -4.54126, -0.83185], [0.01674, -3.22506, -0.56357], [0.15060, -2.75547, 0.81139], [1.44563, -3.18054, 1.37011], [-0.94674, -3.20667, 1.68109], [2.65942, 2.59658, 1.03205], [1.52661, 1.81240, 2.13540], [0.94053, 2.49682, 0.59775], [3.99515, 0.55764, 1.03228], [3.26098, -0.97835, 0.54222], [2.84000, -0.25906, 2.11273], [3.61164, 2.35041, -0.84600], [4.00397, 2.48257, -3.27386], [2.77803, 0.95529, -4.79005], [1.19705, -0.64368, -3.92221], [0.25504, -2.11225, -3.75456], [-0.29773, -4.41719, -4.20140], [-0.68096, -6.01343, -2.34666], [-0.48566, -5.23368, -0.01875], [1.47132, -4.26574, 1.50760], [1.60384, -2.69330, 2.33222], [2.23870, -2.89752, 0.68420], [-0.93730, -4.28849, 1.83346], [-1.90026, -2.92565, 1.23521], [-0.83578, -2.73190, 2.65655], [-1.39373, 0.38437, 2.07544], [-2.09492, 1.62706, 1.76095], [-2.43516, 2.49028, 2.79888], [-3.09194, 3.67009, 2.51628], [-3.37537, 3.97337, 1.18310], [-3.07178, 3.09121, 0.14699], [-2.40934, 1.91379, 0.43986], [-4.10603, 5.53678, 0.78805], [-3.81305, 5.90192, -0.55792], [-3.91608, 6.46350, 1.85356], [-5.42875, 4.73785, 0.91701], [-0.88361, 0.53390, 2.94464], [-2.08553, -0.33244, 2.29325], [-2.18715, 2.23784, 3.82277], [-3.36837, 4.36763, 3.29463], [-3.33336, 3.35371, -0.86894], [-2.13094, 1.22331, -0.34633]],
  "nbo_charge": [0.831, -0.416, -0.487, -0.408, 0.185, -0.238, -0.199, -0.180, -0.214, 0.083, -0.566, 0.200, -0.233, -0.181, -0.198, -0.217, 0.076, -0.468, -0.406, -0.416, 0.202, 0.201, 0.222, 0.202, 0.216, 0.205, 0.220, 0.231, 0.230, 0.217, 0.216, 0.230, 0.231, 0.221, 0.202, 0.206, 0.217, 0.203, 0.219, 0.202, -0.873, 0.261, -0.279, -0.115, -0.304, -0.113, -0.275, 2.354, -0.896, -0.895, -0.526, 0.405, 0.412, 0.230, 0.265, 0.263, 0.246],
  "total_charge": 1,
  "gap_ev": [7.60, 5.21],
  "e_homo_ev": [-10.3, -11.1],
  "spin_multiplicity": 5,
  "total_energy_ha": -1800.8033,
  "s2": 6.036,
  "lumo_ev": [-2.742, -5.876]
}

=====

No. 3
{
  "formula": "C22H26N2O6",
  "method": "ωB97M-V/def2-TZVPD",
  "elements": ["C", "H", "O", "C", "C", "C", "C", "C", "C", "O", "C", "H", "H", "H", "O", "C", "H", "H", "H", "C", "O", "N", "C", "C", "C", "C", "C", "C", "H", "H", "C", "O", "N", "H", "C", "H", "C", "H", "C", "H", "C", "H", "C", "H", "O", "H", "H", "H", "H", "H", "H", "H", "H", "H", "H", "H"],
  "positions_angstrom": [[8.54112, 0.15562, -0.58032], [8.48104, -0.31943, -1.64366], [7.75910, 1.31969, -0.46998], [6.33290, 1.00201, -0.27663], [5.58590, 2.02501, -0.11893], [4.15402, 2.08161, 0.30685], [3.40402, 0.84272, 0.39718], [4.17858, -0.18513, -0.15771], [5.52426, -0.15419, -0.39820], [6.27095, -1.41669, -0.59411], [5.83662, -1.75538, -1.81226], [6.05054, -1.18967, -2.76149], [6.50897, -3.04809, -2.01131], [4.85400, -2.11234, -1.85493], [3.54117, -1.44979, -0.18890], [3.79748, -2.32525, 1.15014], [3.35478, -3.37810, 0.89675], [3.50681, -1.90281, 2.05188], [5.04284, -2.39560, 1.00390], [2.00363, 1.12876, 0.65227], [1.53408, 2.08432, 0.95372], [1.16604, 0.09631, 0.33070], [-0.08718, -0.09238, 0.38517], [-1.00590, 0.78415, 1.06455], [-2.29429, 0.62997, 0.75663], [-2.73052, -0.72971, 0.54586], [-1.93346, -1.88464, 0.01785], [-0.56192, -1.26936, -0.13215], [-0.01286, -2.20579, -0.41364], [-2.31587, -2.68681, -0.22756], [-4.24481, -1.00377, 0.60453], [-4.66518, -2.28957, 0.64001], [-5.08261, -0.02021, 0.63909], [-4.77217, 0.72446, 0.37396], [-6.57661, -0.29565, 0.61698], [-6.96088, 0.67304, 1.35528], [-7.13023, -0.03180, -0.96072], [-6.61138, -0.66346, -1.22240], [-7.17729, 1.47325, -1.22485], [-7.18601, 1.61639, -2.23152], [-8.46120, 1.82735, -0.63885], [-8.67207, 2.24905, 0.49585], [-9.47104, 0.59944, -0.98589], [-9.78107, 0.44812, -2.02704], [-8.61915, -0.39381, -0.83489], [-10.07529, 0.50225, -0.35642], [-8.82700, 2.63866, -1.33553], [-6.21875, 1.85662, -0.75528], [-6.72092, -1.15945, 0.83491], [-3.06219, 1.26060, 1.51607], [-0.51920, 1.71979, 1.19486], [1.82276, -0.74136, -0.26162], [3.84844, 3.13356, 0.37467], [6.17812, 3.04502, 0.16271], [9.60022, 0.53635, -0.52856], [8.45502, -0.50612, 0.32577]],
  "nbo_charge": [-0.263, 0.185, -0.480, 0.247, -0.234, -0.109, -0.215, 0.265, 0.175, -0.517, -0.213, 0.186, 0.112, 0.187, -0.585, -0.261, 0.221, 0.194, 0.226, 0.683, -0.545, -0.611, 0.149, -0.236, -0.219, -0.145, -0.063, -0.261, 0.212, 0.198, 0.637, -0.719, -0.569, 0.359, -0.134, 0.174, 0.164, 0.142, -0.450, 0.216, -0.449, 0.229, 0.001, 0.149, -0.542, 0.147, 0.213, 0.214, 0.179, 0.217, 0.244, 0.432, 0.247, 0.230, 0.190, 0.193],
  "gap_ev": 7.68,
  "e_homo_ev": -7.9,
  "total_energy_ha": -1414.1808,
  "lumo_ev": -0.233
}